(1)
ORCA calculation (ωB97M-V with the def2-TZVPD basis set) on a structure of composition C24H56O22Tl in a non-equilibrium geometry.

Each line ends with the Löwdin charge.
Atoms and positions in Å:
H  -2.70  4.47  0.12  0.104
H  -4.28  -2.78  1.37  0.124
O  -1.88  -4.46  1.38  -0.053
H  -0.23  -6.40  -3.48  0.121
C  3.11  -3.29  -0.72  -0.241
C  0.08  -3.05  1.29  -0.217
H  -2.99  4.16  -3.42  0.090
H  5.01  -3.06  -1.70  0.130
C  4.08  -2.50  -1.57  -0.231
C  -0.77  0.66  -0.32  0.219
H  0.01  -3.18  0.21  0.104
H  -1.61  -3.68  -0.81  0.031
H  -3.00  -1.01  0.36  0.041
O  4.69  0.15  1.74  -0.154
O  3.68  -3.76  0.49  -0.061
C  1.25  2.16  -4.32  -0.249
H  -3.12  5.42  2.36  0.128
H  2.33  -1.58  3.41  0.135
H  2.82  2.63  -3.00  0.106
O  -1.95  3.16  1.56  -0.056
H  0.00  -5.08  -1.33  0.108
H  -4.34  -1.59  2.74  0.132
H  5.24  -0.42  1.19  0.085
H  4.28  -0.14  3.72  0.103
O  0.69  2.56  -5.57  -0.040
C  2.16  2.05  5.14  -0.225
H  -1.12  2.75  1.29  0.013
O  -2.09  -0.89  -1.31  0.182
C  1.41  -0.17  -2.00  0.203
O  -0.01  -1.59  -3.06  0.193
H  -2.09  2.18  -3.04  0.128
H  -1.54  -5.93  -1.35  0.121
H  -1.56  0.79  0.41  0.145
H  4.55  -4.15  0.31  0.095
H  -1.59  2.70  -1.47  0.095
O  -1.17  5.76  2.78  -0.062
C  -1.05  -0.30  -1.36  -0.304
O  -1.68  -3.93  -1.73  -0.069
C  0.10  -0.72  -2.24  -0.326
H  3.60  -0.68  -1.05  0.026
H  3.68  -2.38  -2.59  0.120
O  2.75  1.23  -0.62  -0.005
C  -0.77  -5.47  -3.32  -0.249
C  0.51  1.28  -0.11  -0.316
H  2.20  1.94  6.23  0.131
C  -1.94  4.43  0.91  -0.247
H  2.80  -1.84  1.70  0.088
H  -1.26  -1.62  1.54  0.051
H  2.30  -0.45  -2.55  0.136
H  3.26  2.88  -4.68  0.129
O  -2.93  -1.21  1.31  -0.096
H  1.96  4.14  4.97  0.134
C  -4.22  -1.73  1.66  -0.197
H  1.79  1.10  4.75  0.117
C  -3.75  2.21  -1.68  -0.241
H  -0.17  -4.67  -3.78  0.116
O  1.21  3.26  3.29  -0.195
O  0.73  2.03  0.83  0.021
H  -6.30  -1.27  1.18  0.127
C  2.45  3.03  -3.96  -0.251
H  4.15  1.76  5.09  0.093
H  -1.59  5.80  3.64  0.080
H  4.77  -1.63  2.85  0.132
C  2.76  -1.11  2.51  -0.218
O  -2.01  -5.48  -4.02  -0.047
H  0.38  2.84  3.08  0.070
C  4.19  -0.70  2.79  -0.201
O  -5.00  -1.01  -0.43  -0.075
H  -2.35  -6.38  -4.02  0.087
H  -5.71  -0.56  -0.90  0.095
H  0.46  2.29  -3.58  0.107
H  -2.28  6.50  1.19  0.125
H  1.64  1.13  -4.32  0.112
C  -2.20  5.60  1.80  -0.228
O  -2.54  4.13  -2.57  -0.044
H  -4.79  2.99  -3.12  0.083
H  0.40  3.27  5.21  0.134
H  2.26  -2.66  -0.48  0.096
H  -2.50  -4.96  1.92  0.100
C  1.37  3.26  4.72  -0.201
C  -2.43  2.77  -2.17  -0.247
C  -5.28  -0.93  0.99  -0.210
H  2.79  -4.17  -1.30  0.127
C  -0.96  -5.15  -1.86  -0.252
H  1.13  -3.16  1.57  0.102
H  -0.02  -5.04  1.92  0.127
H  1.10  -0.30  1.92  0.058
C  1.67  0.78  -0.93  -0.332
H  -5.24  0.14  1.23  0.125
O  -4.73  2.13  -2.69  -0.035
H  -3.63  1.21  -1.26  0.099
O  2.10  4.37  -3.74  -0.037
Tl  3.37  2.75  1.66  1.160
H  2.08  4.84  -4.58  0.095
H  -1.01  4.59  0.34  0.134
O  1.99  0.02  2.13  -0.122
H  0.96  1.94  -6.25  0.094
H  -0.68  -3.98  3.10  0.133
H  -4.15  2.84  -0.87  0.125
O  -0.29  -1.73  1.69  -0.075
O  4.39  -1.23  -1.02  -0.053
O  3.48  2.26  4.62  -0.152
C  -0.65  -4.14  2.02  -0.215

**Relative energy (zero: lowest compared OMol25 entry of this formula, charge and spin)**: 0.0 kcal/mol
**Molecular weight**: 901.1 g mol⁻¹
**HOMO-LUMO gap**: 4.2 eV
**LUMO level**: -7.42 eV
**HOMO energy**: -11.6 eV
**Strongest force on any atom**: 0.0459 hartree/bohr
**Charge**: +1
**DFT total energy**: -2775.337308 a.u.

***

(2)
ORCA calculation (ωB97M-V with the def2-TZVPD basis set) on a structure of composition C24H57AlBBr24N3O2P in a non-equilibrium geometry.

Each line ends with the Löwdin charge.
Atoms and positions in Å:
C  6.38  7.00  -5.11  -0.678
Br  2.98  9.91  -2.25  0.597
C  4.89  9.85  -1.87  -0.693
C  2.95  0.88  -6.92  -0.691
H  -1.83  -2.65  3.55  -0.002
H  6.49  -2.90  3.87  0.051
Br  -0.60  4.02  -5.00  0.579
H  2.65  1.01  -5.88  -0.001
H  6.39  8.41  -1.35  0.007
H  5.06  0.54  -6.76  0.056
H  5.88  -4.37  4.65  0.054
C  5.76  -3.69  3.81  -0.680
H  6.43  -2.44  0.61  -0.028
C  4.72  -2.33  -0.68  -0.715
N  -3.22  -0.04  -0.06  -0.435
Al  -2.18  -1.47  0.69  0.001
C  4.34  -3.19  3.75  -0.653
Br  0.54  2.29  -0.38  0.650
H  5.10  10.67  -1.18  0.048
P  -0.47  -2.13  -0.80  0.669
H  -0.97  -1.54  4.51  0.048
H  6.10  6.80  -6.15  0.057
H  4.04  -2.20  0.17  -0.054
C  -4.10  -5.43  6.55  -0.682
H  1.79  -1.46  -0.79  -0.095
Br  -4.81  -3.46  10.80  0.594
C  6.13  -1.94  -0.31  -0.744
Br  -5.20  2.91  1.31  0.628
C  7.81  6.61  -4.87  -0.685
H  3.62  -3.94  3.42  0.062
H  8.46  7.04  -5.63  0.056
C  2.48  2.42  -0.26  -0.662
Br  -6.43  -6.99  5.96  0.586
C  -0.94  2.25  -5.73  -0.697
H  4.64  -3.35  -1.05  0.061
Br  6.20  -4.76  2.24  0.647
H  -3.93  4.97  0.72  0.050
H  -1.37  1.00  2.68  0.045
H  3.11  1.86  -7.37  0.060
O  -0.69  0.33  2.77  -0.057
H  -4.17  -7.56  6.77  0.056
C  -7.20  -3.38  9.22  -0.695
O  -0.19  -3.83  -0.57  -0.454
H  -0.99  -4.31  -0.82  -0.045
C  -4.44  -2.02  -3.31  -0.665
H  -4.70  -5.08  7.39  0.021
Br  -3.84  -1.25  -1.58  0.806
C  5.30  8.50  -1.34  -0.734
H  -2.68  0.82  -0.18  -0.038
H  -4.10  -7.04  5.08  0.039
H  6.17  8.05  -4.88  0.046
Br  4.07  -1.57  -5.95  0.603
H  2.88  2.20  -1.25  0.045
C  -5.89  -1.68  -3.58  -0.716
H  -6.65  -1.79  10.61  0.050
H  -4.49  -6.29  2.55  0.030
H  4.31  -0.34  -8.11  0.046
H  -4.24  -7.46  0.23  0.045
H  -5.36  3.48  -1.58  0.054
C  -4.47  -6.41  0.41  -0.682
Br  1.41  0.14  -7.87  0.627
C  -1.12  1.22  -4.64  -0.660
H  0.77  -0.20  -0.29  -0.095
Br  -3.76  -5.40  -1.09  0.645
Br  7.41  -2.54  -1.65  0.586
Br  5.15  5.94  -4.04  0.646
C  -6.65  -2.88  10.53  -0.698
Br  0.58  0.72  -3.84  0.609
H  7.96  5.53  -4.83  0.052
H  -5.55  -6.27  0.36  0.058
H  -7.21  -3.30  11.37  0.054
C  -3.93  -5.89  1.71  -0.711
C  4.17  0.01  -7.09  -0.696
H  4.86  7.68  -1.89  -0.034
H  -8.28  -3.25  9.19  0.056
N  0.94  -1.21  -0.28  -0.263
H  -6.96  -4.42  9.03  0.044
Br  4.01  -1.16  -2.07  0.633
H  -1.85  2.35  -6.32  0.058
Br  -7.09  -2.80  -2.52  0.543
Br  -2.09  -6.48  2.00  0.588
H  -4.25  -3.10  -3.28  0.012
Br  -6.51  -2.35  7.72  0.617
H  -3.12  -2.73  0.94  -0.073
Br  -2.87  3.37  -1.51  0.647
H  6.26  -0.87  -0.20  0.050
H  -5.67  5.16  0.40  0.052
Br  4.79  8.28  0.53  0.596
H  -3.04  -5.41  6.82  0.063
H  -4.62  5.08  -1.79  0.055
H  -6.15  -1.90  -4.62  0.039
H  -3.92  -4.80  1.77  0.013
H  -4.07  0.13  0.49  -0.016
C  2.90  3.77  0.27  -0.673
C  -4.80  4.51  0.27  -0.695
Br  8.47  7.32  -3.18  0.630
C  -4.61  4.17  -1.19  -0.677
H  4.03  -2.80  4.72  0.058
H  -1.53  0.30  -5.04  0.061
Br  -4.28  -4.10  5.13  0.626
N  -1.06  -1.99  3.59  0.086
H  2.78  1.63  0.43  0.062
C  -4.49  -6.80  6.06  -0.686
H  -3.80  -1.56  -4.06  0.037
H  -0.11  2.02  -6.40  -0.019
H  -6.14  -0.65  -3.35  0.037
H  5.38  10.06  -2.82  0.049
H  -1.76  1.57  -3.83  0.019
Br  4.16  -1.67  2.53  0.737
Br  2.76  5.14  -1.11  0.593
B  -1.24  -1.00  2.49  -0.621
H  3.96  3.76  0.55  0.058
H  2.31  4.11  1.11  0.053

**Molecular weight**: 2406.2 g mol⁻¹
**HOMO-LUMO gap**: 3.9 eV
**LUMO level**: 1.37 eV
**HOMO energy**: -2.6 eV
**Strongest force on any atom**: 0.0828 hartree/bohr
**Charge**: -1
**DFT total energy**: -63648.492551 a.u.

***

(3)
ORCA calculation (ωB97M-V with the def2-TZVPD basis set) on a cluster of 6 separate species, C24H57B3N6O9S6 in total in a non-equilibrium geometry.

Each line ends with the Löwdin charge.
Atoms and positions in Å:
N  3.05  -2.71  4.99  -0.026
H  -1.25  -3.01  0.55  0.108
H  9.64  3.58  -0.46  0.087
H  4.12  -3.93  3.19  0.136
H  13.33  5.28  -5.21  0.055
H  -9.68  -0.65  -5.54  0.051
B  -0.31  1.02  -0.23  -0.334
H  -8.59  0.35  -0.54  0.043
H  -2.23  -2.57  4.48  0.090
H  -6.93  0.67  -1.11  0.039
H  -3.98  -1.75  3.06  0.114
C  5.38  0.23  -2.12  -0.196
H  -9.90  0.49  7.05  0.053
O  1.07  0.96  -0.82  0.139
S  -10.85  0.18  4.86  0.796
H  14.30  3.05  -4.55  0.056
H  -2.50  -0.42  1.36  0.095
H  -8.76  0.94  5.75  0.049
H  3.09  -5.34  1.49  0.018
H  11.61  5.60  -5.56  0.050
H  -1.48  -3.79  3.17  0.097
O  -1.35  0.30  -1.04  0.142
H  -8.19  2.98  -3.17  0.051
O  -5.60  -0.31  1.35  -0.576
H  -9.15  -0.76  1.74  0.054
H  3.52  1.53  -1.72  0.132
O  6.04  -5.27  1.22  -0.564
H  5.35  0.27  -3.29  0.116
H  -12.55  1.60  5.82  0.058
C  -3.20  -2.39  2.41  -0.230
H  -3.93  -1.32  0.53  0.101
H  -7.56  1.53  0.33  0.061
C  -7.57  0.58  -0.23  -0.280
C  -8.92  2.52  -3.84  -0.267
H  3.91  0.16  -0.37  0.129
C  -1.91  -2.23  -0.03  -0.082
H  8.12  3.12  0.04  0.070
C  3.51  -6.00  0.73  -0.264
C  2.74  -0.59  -2.25  -0.090
H  12.56  4.56  -6.66  0.051
O  11.89  3.82  -3.21  -0.573
C  3.18  -3.32  3.58  -0.027
H  1.74  2.98  0.77  0.038
O  1.99  -3.02  2.72  -0.107
H  7.96  0.14  -1.16  0.120
S  5.17  -6.49  1.26  0.799
H  -8.10  0.45  2.54  0.052
B  1.30  -0.37  -1.43  -0.373
O  0.37  -1.51  -1.42  0.158
H  -9.81  1.03  -6.11  0.052
C  -12.42  0.52  5.69  -0.273
H  5.47  -6.85  -1.11  0.059
H  5.87  -0.80  -1.77  0.121
N  8.71  3.25  -0.82  0.042
H  -1.34  5.35  1.05  0.082
N  7.81  0.92  -1.85  -0.039
C  12.41  4.86  -5.62  -0.276
H  -2.28  3.96  2.07  0.073
H  10.80  2.45  -1.92  -0.012
O  -8.48  0.05  -2.91  -0.569
C  13.45  2.48  -4.92  -0.269
B  -0.96  -1.14  -0.85  -0.340
C  -0.60  1.76  1.21  -0.038
H  6.23  1.76  -0.52  0.112
C  -1.88  -2.70  3.35  -0.459
C  5.55  -7.48  -0.22  -0.272
C  -9.79  0.39  -5.23  -0.271
C  -0.12  3.32  1.30  -0.312
C  3.85  0.40  -1.54  -0.227
O  -10.81  1.01  3.61  -0.563
S  11.92  3.41  -4.65  0.814
H  2.88  -6.89  0.63  0.056
N  1.81  -2.04  5.05  -0.012
H  -10.72  0.50  -4.66  0.058
H  -2.58  -2.81  -0.79  0.120
H  13.38  1.54  -4.36  0.053
H  4.85  -8.32  -0.28  0.052
C  8.87  1.97  -1.62  -0.374
H  -0.81  4.88  2.81  0.090
N  10.13  1.70  -2.16  0.056
H  -12.43  0.03  6.67  0.052
C  6.40  1.45  -1.64  -0.249
C  -1.25  4.44  1.79  -0.083
H  -3.77  -3.41  2.19  0.130
C  1.18  -2.22  3.68  -0.458
H  2.55  -0.21  -3.35  0.123
H  6.57  -7.86  -0.12  0.051
S  -8.37  0.83  -4.19  0.828
H  13.56  2.26  -5.98  0.051
S  -6.93  -0.75  0.81  0.838
C  -8.15  -0.56  2.13  -0.279
C  -2.89  -1.50  1.07  -0.238
H  -1.77  1.73  1.37  0.115
H  6.16  2.38  -2.30  0.131
H  -0.13  1.20  2.14  0.107
N  1.14  3.80  1.04  0.079
H  3.06  -1.73  -2.26  0.123
H  -13.23  0.13  5.08  0.051
H  -8.96  3.09  -4.77  0.053
H  -9.90  2.50  -3.36  0.059
H  -7.92  -1.28  2.92  0.048
H  -10.09  2.05  6.19  0.059
S  -0.46  -1.51  3.09  0.866
C  -9.80  1.00  6.09  -0.269
H  3.56  -5.47  -0.22  0.063

**Molecular weight**: 798.6 g mol⁻¹
**HOMO-LUMO gap**: 8.1 eV
**LUMO level**: -0.25 eV
**HOMO energy**: -8.4 eV
**Strongest force on any atom**: 0.1396 hartree/bohr
**Charge**: 0
**DFT total energy**: -4417.730303 a.u.

***

(4)
ORCA calculation (ωB97M-V with the def2-TZVPD basis set) on a cluster of 11 separate species, C24H57Br8Cl8N3O3 in total in a non-equilibrium geometry.

Each line ends with the Löwdin charge.
Atoms and positions in Å:
H  -0.15  1.48  9.33  0.072
H  4.94  -2.13  -4.04  0.066
C  -6.19  -2.00  5.66  -0.716
N  0.95  3.16  0.29  0.032
H  -0.17  -6.76  0.98  0.086
C  0.44  0.70  0.18  -0.056
C  -0.27  2.43  8.82  -0.074
H  2.36  1.76  0.11  0.130
H  1.38  0.98  -11.43  0.026
H  0.65  2.33  -2.28  0.124
Cl  -0.72  0.10  -11.79  0.500
H  -7.31  -3.32  4.27  0.046
C  2.67  3.14  -3.53  -0.085
C  0.73  4.41  7.37  -0.170
H  1.65  0.89  -2.15  0.122
C  1.81  6.16  6.08  -0.100
C  1.54  1.91  -1.79  -0.218
C  4.74  -3.18  -4.25  -0.683
H  0.32  0.75  1.26  0.072
H  1.19  3.17  1.27  0.066
H  0.01  2.22  -11.27  0.031
H  1.79  3.78  -3.64  0.083
H  2.72  2.37  -4.30  0.086
H  3.50  3.83  -3.65  0.082
H  4.78  7.22  -8.31  0.022
Br  -4.52  -2.35  4.76  0.622
H  2.53  4.11  8.84  0.046
H  -4.03  -3.97  -3.19  0.057
C  -1.62  -9.09  0.57  -0.230
H  5.22  -3.81  -3.49  0.050
H  -6.06  -1.91  6.74  0.053
Br  2.84  -3.61  -4.17  0.628
H  -0.76  2.96  9.64  0.066
H  1.63  3.78  -0.12  0.060
C  -1.95  -11.66  1.25  -0.081
C  -4.99  3.77  0.69  -0.656
H  1.36  2.31  7.48  0.124
Cl  5.92  6.59  -10.22  0.495
H  -1.05  -11.57  1.84  0.072
Cl  0.30  11.41  0.87  0.463
H  -6.58  -1.04  5.31  0.041
Br  7.11  -3.98  -5.74  0.620
H  -7.09  3.83  0.37  0.053
Br  -6.73  1.46  0.97  0.611
Br  -9.05  -2.59  6.09  0.569
H  -4.17  3.05  0.74  0.048
C  8.98  2.54  -2.25  -0.995
C  0.76  9.87  0.04  -1.008
C  -6.02  -3.33  -2.70  -0.749
Cl  9.80  1.28  -3.23  0.468
H  4.73  -4.58  -5.82  0.026
C  5.55  7.70  -8.91  -1.044
H  -4.97  4.12  1.72  0.056
H  1.66  3.67  10.06  0.056
H  -0.64  -12.01  -0.84  0.064
H  0.97  -0.20  -0.13  0.078
C  5.22  -3.63  -5.60  -0.766
Br  -4.27  -1.51  -4.09  0.582
H  8.77  2.00  -1.33  0.022
C  -6.26  3.16  0.14  -0.721
Cl  9.97  4.01  -2.04  0.484
N  -0.68  -11.02  -0.68  0.018
H  -0.18  4.23  6.79  0.108
C  -4.48  -3.04  -2.83  -0.652
O  -0.48  -8.84  1.30  -0.176
H  0.88  6.37  5.55  0.083
H  0.38  5.16  8.09  0.116
C  0.39  1.22  -11.04  -1.088
C  1.34  1.86  -0.27  -0.450
H  1.79  6.81  6.95  0.077
Br  -6.42  -4.61  -1.31  0.624
N  2.05  3.30  9.21  0.025
H  8.06  2.85  -2.74  0.022
C  0.99  3.07  8.16  -0.380
H  -2.72  -11.56  2.02  0.069
H  -1.37  -7.23  2.21  0.086
H  0.27  9.03  0.52  0.027
Cl  0.42  0.90  -9.35  0.530
C  -0.42  -7.49  1.75  -0.095
Cl  7.00  7.85  -7.91  0.494
H  -1.63  -8.46  -0.32  0.124
H  -6.99  -4.06  5.76  0.046
H  0.24  -10.81  -0.33  0.067
C  -1.79  -10.59  0.17  -0.406
H  4.97  -3.08  -6.51  0.057
H  2.78  6.29  5.58  0.090
H  -1.05  2.36  8.06  0.066
H  -6.58  -2.41  -2.52  0.039
O  1.90  4.80  6.54  -0.206
H  -6.06  3.09  -0.93  0.045
H  -2.65  -10.71  -0.48  0.125
H  0.41  -7.43  2.46  0.089
H  -0.57  0.82  -0.21  0.079
Br  -4.39  5.28  -0.50  0.561
C  -7.27  -3.10  5.34  -0.660
O  2.64  2.73  -2.14  -0.198
H  -2.52  -8.79  1.10  0.117
H  -4.09  -2.79  -1.85  0.046
H  0.48  9.78  -1.01  0.026
H  -6.31  -3.57  -3.73  0.051
Cl  2.51  9.67  0.05  0.493
H  -1.98  -12.71  0.97  0.072
H  5.20  8.65  -9.33  0.033

**Molecular weight**: 1358.6 g mol⁻¹
**HOMO-LUMO gap**: 9.0 eV
**LUMO level**: 0.04 eV
**HOMO energy**: -9.0 eV
**Strongest force on any atom**: 0.0512 hartree/bohr
**Charge**: 0
**DFT total energy**: -25612.090501 a.u.
**SMILES string**: COC[C@H](C)N.COC[C@H](C)N.COC[C@H](C)N.BrCCBr.BrCCBr.BrCCBr.BrCCBr.ClCCl.ClCCl.ClCCl.ClCCl